[1]
The following is a quantum chemistry calculation of C23H27Cl3HfO4PS as an isolated structure at a distorted geometry, from the OMol25 dataset.

Frontier orbital gap in Ha: 0.290
Energy relative to the best compared isomer or geometry (same formula, charge and spin) in kJ/mol: 0.0

The geometry in ORCA input format:
```
! RIJCOSX wB97M-V def2-TZVPD def2/J DEFGRID3
* xyz 1 1
Hf 12.215 10.092 7.699
O 14.409 10.402 7.340
C 14.195 11.266 8.231
O 13.334 11.007 9.146
C 14.439 12.680 7.963
C 15.453 13.430 8.549
C 15.657 14.762 8.217
C 14.682 15.299 7.400
C 13.577 14.583 6.875
C 13.405 13.240 7.178
S 11.980 12.265 6.579
H 16.072 12.936 9.297
H 16.520 15.313 8.568
H 14.774 16.345 7.132
H 12.881 15.113 6.255
C 9.105 8.210 5.931
C 8.706 8.445 7.399
C 9.384 7.431 8.311
C 7.178 8.358 7.499
P 9.445 10.119 7.739
C 8.527 11.288 6.764
C 7.241 11.671 7.173
C 6.441 12.460 6.356
C 6.934 12.939 5.143
C 8.187 12.516 4.701
C 8.957 11.698 5.492
C 9.306 10.677 9.547
C 8.086 10.316 10.395
C 10.524 10.037 10.232
C 9.522 12.222 9.569
H 8.840 7.165 5.728
H 10.189 8.334 5.745
H 8.534 8.868 5.259
H 9.227 6.404 7.922
H 9.045 7.513 9.351
H 10.486 7.522 8.315
H 6.887 7.319 7.303
H 6.753 8.954 6.682
H 6.883 8.735 8.489
H 6.879 11.336 8.128
H 5.447 12.808 6.702
H 6.372 13.615 4.529
H 8.643 12.936 3.815
H 9.923 11.385 5.071
H 7.962 9.254 10.552
H 7.191 10.726 9.959
H 8.229 10.787 11.387
H 10.584 8.963 10.006
H 10.553 10.130 11.349
H 11.435 10.616 10.030
H 8.721 12.799 9.097
H 10.385 12.469 8.968
H 9.792 12.527 10.599
Cl 14.618 6.196 5.858
C 13.034 6.185 6.599
Cl 11.834 5.853 5.298
Cl 12.882 5.012 7.914
C 12.771 7.678 7.124
O 12.548 8.542 6.243
O 12.633 7.962 8.360
*
```

Löwdin population analysis, charges in e, atoms 1 to 6: 1.54, 0.01, -0.60, -0.09, -0.17, -0.01

---

[2]
The following is a quantum chemistry calculation of C3H5LiO3Ru as an isolated structure at a distorted geometry, from the OMol25 dataset.

Frontier orbital gap (spin up / spin down) in Ha: 0.253 / 0.312
⟨S²⟩: 8.753

The geometry in ORCA input format:
```
! RIJCOSX wB97M-V def2-TZVPD def2/J DEFGRID3
* xyz 1 6
O 4.020 0.673 1.859
C 3.332 -0.434 1.659
C 4.831 0.555 3.040
O 2.321 -0.479 0.965
O 3.560 -1.343 2.603
C 4.544 -0.867 3.534
Ru 2.971 -2.031 -2.295
H 4.513 1.328 3.747
H 5.878 0.712 2.759
H 4.112 -0.904 4.539
H 5.414 -1.531 3.466
Li 1.595 -2.212 0.658
H 3.133 -2.116 -0.276
*
```

Löwdin population analysis, charges in e, atoms 1 to 6: 0.10, -0.61, -0.06, -0.07, 0.05, -0.07

---

[3]
The following is a quantum chemistry calculation of one molecule with the formula C6H7BrN4 at a distorted geometry, from the OMol25 dataset.

Frontier orbital gap in Ha: 0.332
Energy relative to the best compared isomer or geometry (same formula, charge and spin) in kJ/mol: 155.2
SMILES: Cc1nnc2n1N=C(Br)CC2

The geometry in ORCA input format:
```
! RIJCOSX wB97M-V def2-TZVPD def2/J DEFGRID3
* xyz 0 1
C -1.149 0.609 0.048
C -0.635 -0.973 -1.365
C 1.308 0.280 1.318
C -0.847 1.430 1.251
C 0.687 1.619 1.327
C 0.122 -2.107 -1.949
N -2.142 0.498 -0.822
N -1.824 -0.534 -1.606
N 0.962 -0.611 0.365
N -0.180 -0.298 -0.231
Br 3.015 -0.208 1.930
H -1.327 2.353 1.286
H -1.144 0.736 2.166
H 0.929 2.032 2.278
H 0.938 2.155 0.466
H 0.688 -1.722 -2.903
H 0.942 -2.257 -1.307
H -0.344 -3.002 -2.251
*
```

Löwdin population analysis, charges in e, atoms 1 to 6: -0.30, -0.32, -0.70, -0.08, -0.18, -0.01

---

[4]
The following is a quantum chemistry calculation of C18H48F6Na2O9S7Sn as an isolated structure at a distorted geometry, from the OMol25 dataset.

Frontier orbital gap in Ha: 0.200

The geometry in ORCA input format:
```
! RIJCOSX wB97M-V def2-TZVPD def2/J DEFGRID3
* xyz 0 1
Na -2.082 3.084 -0.938
Na -3.731 1.577 1.439
Sn 0.030 -0.362 -0.071
F -3.112 0.019 -0.421
F -0.225 1.773 -2.123
F -1.286 1.971 1.372
C -0.017 -2.839 3.242
O -0.942 -1.752 3.143
O 0.617 -2.744 1.974
C 1.007 -2.759 4.443
F 2.013 -3.577 4.230
F 1.503 -1.484 4.732
F 0.385 -3.185 5.568
C -2.022 -1.759 4.071
C -3.011 -0.716 3.551
H -3.170 -0.999 2.511
H -3.986 -0.727 4.038
H -2.567 0.259 3.755
H -1.901 -1.502 5.123
H -2.512 -2.732 4.045
H -0.452 -3.838 3.218
C 1.446 6.559 0.486
S 2.410 5.116 -0.109
O 3.385 5.043 1.068
C 1.204 3.744 0.275
H 0.481 6.657 -0.012
H 2.081 7.401 0.210
H 1.179 6.443 1.536
H 1.594 2.909 -0.307
H 0.156 3.904 0.021
H 1.220 3.479 1.333
C 4.883 2.311 1.166
S 4.292 0.665 1.877
O 2.976 0.421 1.102
C 5.416 -0.382 0.878
H 4.591 2.316 0.115
H 5.932 2.496 1.400
H 4.423 3.168 1.658
H 5.267 -0.184 -0.184
H 5.263 -1.397 1.244
H 6.443 -0.211 1.202
C 2.768 2.677 4.059
S 2.163 1.159 5.035
O 2.384 1.618 6.449
C 0.360 1.579 4.907
H 2.303 2.710 3.073
H 3.827 2.639 3.802
H 2.569 3.547 4.685
H -0.332 0.779 5.169
H 0.232 1.678 3.829
H -0.011 2.498 5.359
C 4.799 -1.350 -2.942
S 3.009 -1.076 -2.940
O 2.528 -1.541 -1.560
C 3.141 0.772 -3.023
H 5.293 -0.655 -3.621
H 5.035 -2.375 -3.230
H 5.276 -1.188 -1.976
H 3.712 1.241 -2.222
H 2.128 1.162 -2.927
H 3.597 1.105 -3.955
C -1.842 -4.013 -3.822
S -0.346 -3.307 -3.061
O -0.938 -2.336 -2.069
C 0.315 -4.610 -1.970
H -2.330 -4.834 -3.297
H -1.639 -4.478 -4.787
H -2.704 -3.365 -3.980
H -0.311 -4.899 -1.125
H 1.258 -4.293 -1.525
H 0.420 -5.571 -2.473
C -5.898 -1.220 -1.629
S -5.773 -3.022 -1.079
O -5.207 -3.921 -2.180
C -4.402 -2.808 0.065
H -5.841 -0.457 -0.853
H -6.609 -1.065 -2.441
H -5.002 -0.805 -2.091
H -4.209 -3.599 0.791
H -4.718 -1.872 0.526
H -3.507 -2.567 -0.508
C -2.970 0.805 -3.890
S -4.412 0.687 -4.995
O -4.956 2.139 -4.915
C -3.677 0.457 -6.623
H -2.391 -0.118 -3.930
H -3.328 1.034 -2.886
H -2.306 1.650 -4.070
H -4.216 0.863 -7.479
H -3.682 -0.621 -6.785
H -2.741 1.001 -6.751
*
```

Löwdin population analysis, charges in e, atoms 1 to 6: 0.58, 0.58, 1.65, -0.61, -0.66, -0.64

---

[5]
The following is a quantum chemistry calculation of a 3-piece molecular cluster, C31H55BF13N8O4P3S overall at a distorted geometry, from the OMol25 dataset.

Frontier orbital gap in Ha: 0.230
SMILES: CCOB(O)c1c(CCC(F)(F)C(F)(F)C(F)(F)C(F)(F)C(F)(F)C(F)(F)F)c(P(C)CC)cc2nsnc12.CN(C)P(=O)(N(C)C)N(C)C.CN(C)P(=O)(N(C)C)N(C)C

The geometry in ORCA input format:
```
! RIJCOSX wB97M-V def2-TZVPD def2/J DEFGRID3
* xyz 0 1
C -2.783 -2.437 -2.582
C -2.088 -3.170 -1.334
O -1.298 -4.345 -1.682
B 0.111 -3.954 -1.774
O 1.050 -4.355 -0.748
C 0.519 -3.069 -3.082
C 0.997 -1.571 -3.011
C 1.138 -0.797 -1.630
C 0.067 0.430 -1.462
C 0.009 0.744 0.134
F -0.786 -0.319 0.698
F 1.358 0.761 0.571
C -0.797 2.128 0.450
F -2.145 1.822 0.012
F -0.376 3.174 -0.415
C -0.829 2.509 2.014
F -0.203 1.502 2.838
F -2.226 2.369 2.392
C -0.470 4.001 2.409
F -0.574 4.088 3.848
F -1.550 4.831 1.928
C 0.884 4.677 1.981
F 1.238 5.608 3.031
F 0.742 5.523 0.822
C 2.191 3.794 1.742
F 2.387 3.435 0.365
F 3.302 4.681 2.005
F 2.386 2.717 2.631
C 1.306 -0.875 -4.389
P 1.853 0.948 -4.608
C 2.986 1.510 -3.197
C 0.239 2.004 -4.565
C 0.605 3.566 -4.432
C 1.149 -1.650 -5.749
C 0.669 -3.137 -5.867
N 0.440 -3.980 -7.022
S -0.112 -5.437 -6.278
N -0.099 -5.198 -4.589
C 0.363 -3.818 -4.481
H -2.066 -2.233 -3.465
H -3.130 -1.391 -2.226
H -3.662 -3.040 -3.036
H -2.934 -3.435 -0.586
H -1.408 -2.404 -0.813
H 0.564 -4.207 0.103
H 0.947 -1.460 -0.697
H 2.230 -0.433 -1.489
H 0.445 1.388 -1.953
H -0.925 0.037 -1.871
H 2.463 2.007 -2.311
H 3.693 2.314 -3.643
H 3.688 0.672 -2.815
H -0.244 1.865 -5.611
H -0.529 1.616 -3.814
H 0.318 4.050 -3.438
H 1.744 3.698 -4.612
H 0.100 4.125 -5.304
H 1.386 -1.110 -6.743
O 4.699 0.678 -0.180
P 5.924 0.416 0.723
N 6.935 0.103 -0.611
C 7.785 -1.020 -0.918
C 7.456 1.307 -1.251
N 5.196 -0.984 1.438
C 5.214 -2.288 0.787
C 3.821 -0.743 1.901
N 7.316 0.188 1.819
C 7.814 -1.069 2.348
C 7.196 1.133 2.943
H 8.772 -0.940 -0.436
H 7.961 -1.087 -1.998
H 7.344 -1.978 -0.662
H 8.317 1.705 -0.697
H 6.692 2.087 -1.300
H 7.765 1.116 -2.285
H 4.883 -2.234 -0.253
H 4.570 -3.003 1.308
H 6.204 -2.744 0.830
H 3.096 -0.806 1.080
H 3.731 0.247 2.356
H 3.532 -1.472 2.666
H 7.127 -1.536 3.064
H 8.762 -0.899 2.872
H 8.050 -1.797 1.573
H 6.399 0.829 3.634
H 6.956 2.135 2.570
H 8.133 1.218 3.500
O -5.981 -2.364 1.826
P -6.670 -0.987 1.747
N -5.294 -0.179 2.339
C -5.126 0.736 3.439
C -4.282 0.084 1.320
N -7.843 -1.416 2.949
C -7.554 -1.351 4.375
C -8.484 -2.716 2.690
N -7.503 0.584 1.571
C -8.230 1.308 2.599
C -8.352 0.539 0.367
H -5.376 1.773 3.162
H -4.085 0.739 3.785
H -5.696 0.460 4.321
H -4.543 0.971 0.727
H -4.183 -0.765 0.639
H -3.291 0.239 1.760
H -6.617 -1.853 4.628
H -8.352 -1.811 4.965
H -7.522 -0.320 4.731
H -7.862 -3.555 3.025
H -8.682 -2.847 1.623
H -9.450 -2.782 3.204
H -9.158 0.808 2.901
H -8.503 2.302 2.227
H -7.635 1.498 3.490
H -9.236 -0.091 0.527
H -7.790 0.125 -0.477
H -8.681 1.539 0.068
*
```

Löwdin population analysis, charges in e, atoms 1 to 6: -0.08, -0.23, -0.03, -0.49, 0.10, 0.05